--- a ---
The following is a quantum chemistry calculation of C10H13N3 in the gas phase, from OMol25.

```
26
Properties=species:S:1:pos:R:3:lowdin_charge:R:1
C 1.35944 0.29214 -2.40835 -0.5702
C -0.04051 -1.21887 -1.11099 -0.1886
C -0.11519 -1.73181 0.31510 -0.1238
C -0.61678 -0.60370 1.21403 -0.1718
C -1.35008 -0.90534 2.35923 -0.0581
C -1.78068 0.08897 3.25574 -0.0734
C -1.48077 1.45464 2.91007 -0.0761
C -0.67498 1.75835 1.76900 -0.0285
C -0.26027 0.73902 0.85407 -0.1344
C 0.85283 0.96653 -0.15649 -0.1196
H 1.41982 0.01766 -4.31392 0.1331
H 0.10999 -0.80851 -3.62702 0.0772
H 2.64610 1.25850 -3.42590 0.0497
H -1.13812 -1.25610 -1.53795 0.1512
H 0.41573 -2.02758 -1.65160 0.1003
H 0.85687 -2.11491 0.54877 0.1173
H -0.92801 -2.47742 0.21810 0.1266
H -1.52394 -1.91417 2.73599 0.1095
H -2.30428 0.01959 4.21481 0.0990
H -1.81008 2.20193 3.59191 0.0772
H -0.29220 2.79179 1.59148 0.1155
H 0.75745 1.97489 -0.55211 0.1153
H 1.84327 0.88632 0.38353 0.1513
N 1.10349 -0.61773 -3.46938 0.0845
N 2.26682 1.17930 -2.45616 0.1025
N 0.68408 0.04651 -1.25195 -0.0657
```

As for the SMILES: [H]/N=C(\N)N1CCc2ccccc2C1.

=====

--- b ---
The following is a quantum chemistry calculation of C10H13N3 in the gas phase, from OMol25.

```
26
Properties=species:S:1:pos:R:3:lowdin_charge:R:1
C 1.78024 -1.22806 0.92622 -0.1585
C 2.35912 0.77076 -0.17290 -0.3097
C 2.36859 -0.35932 -1.14133 -0.0853
C 1.17474 -1.01888 -0.45788 -0.2600
C 0.95504 1.32789 -0.24483 -0.1281
C -1.07929 -0.03901 -0.28271 -0.3013
C -1.77460 1.17077 -0.02681 -0.0127
C -3.12115 1.01320 0.23783 -0.1029
C -3.84617 -0.16468 0.20314 -0.0720
C -3.01722 -1.25637 -0.11451 -0.1354
H 2.45856 -2.04931 1.03487 0.0980
H 0.95951 -1.41312 1.66851 0.1304
H 2.16252 0.50451 1.94532 0.0986
H 3.20048 1.51284 -0.22452 0.1540
H 2.10573 -0.09501 -2.17288 0.1298
H 3.33479 -0.89809 -1.12557 0.1361
H 0.79081 -1.96196 -0.73344 0.1305
H 0.75395 2.15606 -0.99689 0.1435
H 0.48034 1.69414 0.68858 0.1179
H -1.16050 2.08666 -0.07958 0.0930
H -3.71350 1.89150 0.51207 0.1058
H -4.82909 -0.31666 0.50066 0.0749
H -3.42659 -2.21736 -0.24171 0.0826
N 2.53134 0.03821 1.12672 -0.0065
N 0.24814 0.08557 -0.42575 -0.0473
N -1.69579 -1.23429 -0.40260 0.1244
```

As for the SMILES: c1ccc(N2C[C@@H]3C[C@H]2CN3)nc1.

=====

Each structure's energy above the most stable one, in kJ/mol: a 0.0; b 43.2.

=====

--- a ---
The following is a quantum chemistry calculation of 6 unconnected molecules or ions with the total composition CH14O5, from OMol25.

```
20
Properties=species:S:1:pos:R:3:lowdin_charge:R:1
C -0.91001 2.32217 -0.14712 -0.0483
H -0.32520 3.31460 -0.38453 0.0826
H -0.56980 1.44815 0.45115 0.0204
H -1.47908 1.93384 -0.88473 -0.0352
H -1.54827 2.57080 0.64677 -0.0179
H 0.15385 -0.92599 -0.49834 -0.0134
H -0.10004 -2.59978 -0.79128 0.1302
O -0.34641 -1.72608 -0.26793 -0.1176
H 3.27489 -1.31919 0.87548 0.0857
H 2.48907 -0.03287 1.10866 0.0089
O 3.14481 -0.39322 0.50300 -0.0866
H -2.97445 -1.39767 -1.29863 0.0064
H -3.14097 -0.45389 -0.12632 -0.0140
O -3.46885 -1.21215 -0.52847 -0.0138
H 0.14649 -0.53833 2.85047 0.0314
H 0.29594 -1.44444 1.50916 0.0061
O 0.65485 -0.76355 2.08875 -0.0537
H 1.43105 0.67288 -2.43661 0.1229
H 2.09128 0.29570 -1.15455 0.0222
O 1.18086 0.24902 -1.51491 -0.1163
```

As for the SMILES: C.O.O.O.O.O.

=====

--- b ---
The following is a quantum chemistry calculation of 6 unconnected molecules or ions with the total composition CH14O5, from OMol25.

```
20
Properties=species:S:1:pos:R:3:lowdin_charge:R:1
C -0.21539 0.97707 2.92422 -0.0423
H -0.98844 0.21541 3.03143 0.0175
H -0.68554 1.94092 3.02069 0.0101
H 0.35049 0.78772 2.01440 0.0063
H 0.50000 0.91037 3.73788 0.0127
H -0.35621 0.27383 -1.64929 0.0197
H -1.27837 -0.27822 -2.77075 0.0596
O -1.19462 -0.21679 -1.81447 -0.0683
H 3.46092 -1.19056 0.30970 0.0611
H 1.99741 -1.75451 0.09230 0.0235
O 2.58363 -0.99073 -0.04305 -0.0646
H -2.64628 0.77225 -0.73496 -0.0074
H -3.85896 1.38616 -0.05756 0.0269
O -3.37565 1.39202 -0.89076 -0.0781
H 0.86884 -2.20488 -1.42262 0.0347
H -0.50675 -2.25036 -0.75186 0.0411
O 0.39465 -2.60673 -0.68596 -0.0620
H 2.11218 0.31523 -1.36366 0.0185
H 1.40756 1.63726 -1.17156 0.0566
O 1.43053 0.88455 -1.77412 -0.0655
```

As for the SMILES: C.O.O.O.O.O.

=====

Each structure's energy above the most stable one, in kJ/mol: a 149.4; b 0.0.

=====

--- a ---
The following is a quantum chemistry calculation of C2H6P2 in the gas phase, from OMol25.

```
10
Properties=species:S:1:pos:R:3:lowdin_charge:R:1
C -0.44371 1.31325 -0.44181 -0.1996
C 0.72896 0.29066 -0.21716 -0.5228
P -0.02794 -2.60742 0.19604 0.3573
P 0.19272 -0.92497 1.30158 0.4691
H -1.38650 0.78025 -0.83856 0.0895
H -0.65573 1.54894 0.57683 0.0054
H -0.16807 2.28377 -0.91654 0.0714
H 1.57419 0.86108 0.02399 0.0255
H 0.81405 -0.35721 -1.00699 -0.0369
H -0.62797 -3.18835 1.32262 -0.2589
```

=====

--- b ---
The following is a quantum chemistry calculation of 2 unconnected molecules or ions with the total composition C2H6P2, from OMol25.

```
10
Properties=species:S:1:pos:R:3:lowdin_charge:R:1
C 0.13109 -0.72668 -2.11163 -0.0928
C 0.69693 -0.77743 -0.93936 -0.6132
P 0.02047 -0.49523 0.64520 0.8236
P -1.04041 1.89190 3.14549 0.5289
H -0.96691 -0.51126 -2.12518 0.0651
H 0.60702 -0.75582 -3.05690 0.0417
H 1.74943 -1.07382 -0.86861 0.0470
H 0.96464 -1.26284 1.15127 -0.1926
H -1.63190 1.15739 2.26204 -0.4128
H -0.53036 2.55377 1.89768 -0.1949
```

=====

Each structure's energy above the most stable one, in kJ/mol: a 0.0; b 286.1.